Molecular formula: C4H7CrO4
Method: DFT, ωB97M-V with the def2-TZVPD basis set

Results
HOMO energy (alpha / beta) ... -6.78 / -9.97 eV
Frontier orbital gap (alpha / beta) ... 6.63 / 10.01 eV
2S+1 ... 6

Last column: Mulliken charge in e.
CARTESIAN COORDINATES (ANGSTROEM)
1 O 1.151 0.187 1.378  -0.4373
2 C 0.502 -1.035 1.060  -0.4854
3 C -0.294 -0.842 -0.217  -0.4269
4 O -0.985 0.400 -0.110  -0.2602
5 C -1.928 0.619 -1.150  -0.7279
6 Cr 0.042 1.927 0.932  0.5272
7 H -0.160 -1.272 1.903  0.3194
8 H 1.229 -1.849 0.938  0.3303
9 H -1.015 -1.663 -0.347  0.4079
10 H 0.366 -0.808 -1.099  0.3541
11 H -2.709 -0.154 -1.115  0.2782
12 H -2.377 1.604 -0.986  0.2187
13 H -1.428 0.597 -2.129  0.3432
14 O 2.100 1.823 0.198  -0.6965
15 C 2.323 0.632 0.511  0.8188
16 O 3.183 -0.167 0.233  -0.5636

Molecular formula: C33H40N6O5Y
Method: DFT, ωB97M-V with the def2-TZVPD basis set

Results
Total charge ... +1
HOMO energy ... -8.73 eV
Frontier orbital gap ... 4.83 eV

Last column: Mulliken charge in e.
CARTESIAN COORDINATES (ANGSTROEM)
1 Y -0.057 -0.118 -0.146  -0.7160
2 C -3.718 0.573 0.417  -0.7024
3 C -3.819 1.574 -0.727  -0.9247
4 C -2.477 1.748 -1.456  -1.5009
5 N -1.297 1.795 -0.595  1.2437
6 C -0.961 2.946 -0.014  1.2429
7 C -1.786 4.089 -0.114  -0.9636
8 C -1.673 5.389 0.343  -0.8957
9 C -0.658 6.002 1.052  -0.7689
10 C 0.513 5.381 1.440  -0.9535
11 C 0.941 4.076 1.260  -1.0862
12 C 0.361 2.937 0.662  1.3757
13 N 1.014 1.772 0.615  1.6572
14 C 2.456 1.791 0.902  -1.8301
15 C 2.908 1.838 2.383  -0.5932
16 C 3.541 0.554 2.948  -1.2224
17 N 2.619 -0.397 3.542  0.1127
18 C 0.178 -0.778 3.354  1.4031
19 C 0.137 -0.796 4.860  -1.0226
20 C 0.069 -1.838 5.704  -0.6620
21 C -0.159 -3.214 5.378  -0.8448
22 C -0.746 -3.633 4.233  -0.8338
23 C -1.208 -2.892 3.101  -0.3998
24 C -0.872 -1.632 2.670  0.4423
25 N -1.404 -1.029 1.570  0.6556
26 C -2.647 -1.627 1.102  -1.5313
27 C -3.254 -0.810 -0.026  0.3488
28 H -4.685 0.475 0.913  0.6011
29 H -3.022 0.954 1.167  0.1791
30 H -4.174 2.527 -0.334  0.4580
31 H -4.563 1.250 -1.462  0.4361
32 H -2.508 2.616 -2.124  0.6581
33 H -2.348 0.888 -2.124  0.1466
34 H -2.707 3.919 -0.650  0.1057
35 H -2.522 6.018 0.097  0.3576
36 H -0.784 7.044 1.313  0.3469
37 H 1.219 6.005 1.978  0.3534
38 H 1.915 3.902 1.689  0.2932
39 H 2.887 2.647 0.371  1.0513
40 H 2.891 0.906 0.432  0.2417
41 H 2.074 2.133 3.027  0.4527
42 H 3.656 2.631 2.475  0.5389
43 H 4.264 0.821 3.720  0.5413
44 H 4.111 0.051 2.159  0.3029
45 H 0.169 0.189 5.316  0.5781
46 H 0.133 -1.603 6.762  0.3690
47 H 0.038 -3.948 6.150  0.4097
48 H -0.966 -4.695 4.172  0.3490
49 H -1.886 -3.459 2.477  0.2772
50 H -3.365 -1.682 1.933  0.7715
51 H -2.516 -2.662 0.762  0.4245
52 H -4.084 -1.357 -0.485  0.6147
53 H -2.518 -0.728 -0.846  -0.9672
54 O 0.629 1.720 -4.334  -0.4906
55 C 0.516 0.869 -3.329  0.1550
56 O 1.040 1.014 -2.250  -0.2960
57 C -0.298 -0.345 -3.652  0.3514
58 C -0.731 -0.654 -4.932  -0.6696
59 C -1.372 -1.867 -5.122  -0.9786
60 C -1.522 -2.728 -4.045  -1.0140
61 C -1.060 -2.326 -2.800  1.2628
62 N -0.488 -1.139 -2.604  0.3897
63 C -1.048 -3.173 -1.554  0.2157
64 O -1.617 -4.372 -1.571  -0.4866
65 O -0.498 -2.770 -0.564  -0.1845
66 H 1.183 2.467 -4.055  0.3953
67 H -0.554 0.033 -5.746  0.5833
68 H -1.729 -2.154 -6.101  0.4588
69 H -1.978 -3.695 -4.206  0.3141
70 H -2.074 -4.561 -2.399  0.2774
71 C 2.314 -3.250 3.019  -1.2840
72 N 1.959 -2.171 2.101  0.7442
73 C 1.579 -0.868 2.686  -0.7866
74 C 2.138 -2.289 0.793  1.0661
75 C 2.652 -3.592 0.256  -1.9571
76 O 1.900 -1.352 -0.023  -0.5137
77 H 2.104 -2.913 4.028  0.3727
78 H 3.375 -3.488 2.949  0.3812
79 H 1.711 -4.134 2.821  0.4454
80 H -0.111 0.248 3.097  0.2299
81 H 1.528 -0.222 1.810  -0.6746
82 H 2.271 -0.112 4.446  0.5341
83 H 3.619 -3.846 0.691  0.4686
84 H 2.747 -3.507 -0.822  0.3921
85 H 1.960 -4.397 0.507  0.3766

Molecular formula: C7H10N4O7SZr
Method: DFT, ωB97M-V with the def2-TZVPD basis set

Results
HOMO energy ... -9.73 eV
Frontier orbital gap ... 9.18 eV

Last column: Mulliken charge in e.
CARTESIAN COORDINATES (ANGSTROEM)
1 Zr 0.093 0.255 -0.073  1.4129
2 N -0.550 0.735 2.178  -0.6050
3 C -0.929 2.172 2.028  -0.4921
4 C 0.224 2.814 1.244  0.7788
5 O 1.047 3.500 1.818  -0.6301
6 N 0.233 2.409 -0.064  -0.5314
7 C 1.493 2.662 -0.781  -0.3653
8 C 2.349 1.374 -0.894  0.6795
9 O 3.039 1.113 -1.842  -0.6020
10 O 2.152 0.538 0.143  -0.6461
11 H 0.231 0.659 2.824  0.2832
12 H -1.328 0.203 2.553  0.2482
13 H -1.856 2.205 1.458  0.3015
14 H -1.031 2.696 2.976  0.4120
15 H 1.302 3.025 -1.788  0.2895
16 H 2.090 3.391 -0.228  0.4240
17 O -2.779 0.706 -2.426  -0.5802
18 S -1.991 -0.317 -1.833  1.1901
19 O -2.212 -1.683 -2.196  -0.5743
20 O -0.448 0.014 -2.030  -0.5802
21 O -1.970 -0.170 -0.280  -0.6614
22 N 0.342 -3.554 -1.140  0.0421
23 C -0.601 -3.851 -0.185  -0.3716
24 C -0.454 -2.909 0.779  -0.2716
25 N 0.561 -2.036 0.429  -0.4475
26 C 1.009 -2.466 -0.745  -0.1615
27 H 0.446 -3.995 -2.038  0.2231
28 H -1.281 -4.676 -0.286  0.3994
29 H -0.988 -2.808 1.707  0.3845
30 H 1.808 -2.007 -1.310  0.4513

Molecular formula: C50H49BrCl2F5N4NaP2SSi2
Method: DFT, ωB97M-V with the def2-TZVPD basis set

Results
Total charge ... -2
HOMO energy ... -1.67 eV
Frontier orbital gap ... 4.88 eV

Last column: Mulliken charge in e.
CARTESIAN COORDINATES (ANGSTROEM)
1 Na -0.895 0.118 -0.009  1.3432
2 C 1.170 2.170 -5.078  -1.1108
3 Si -0.101 2.385 -3.694  -0.0606
4 C -0.169 4.251 -3.386  -1.0731
5 C -1.709 1.957 -4.600  -0.9759
6 N 0.068 1.518 -2.260  0.7093
7 P 1.466 1.084 -1.581  0.1231
8 C 1.387 0.542 -0.016  -1.6335
9 P 1.749 -0.896 0.747  1.9041
10 N 0.525 -1.520 1.571  0.5707
11 Si 0.086 -2.740 2.613  -0.0801
12 C -0.771 -4.249 1.846  -0.9335
13 C -1.221 -2.081 3.806  -0.6156
14 C 1.410 -3.513 3.721  -1.2423
15 C 2.687 -2.205 -0.150  0.8543
16 C 4.022 -2.002 -0.503  -0.2503
17 C 4.746 -2.988 -1.156  -0.8042
18 C 4.138 -4.196 -1.480  -0.6056
19 C 2.810 -4.410 -1.139  -0.9067
20 C 2.094 -3.420 -0.473  -0.3454
21 C 3.097 -0.467 1.992  0.0164
22 C 3.397 0.867 2.254  -0.3710
23 C 4.318 1.222 3.238  -0.5557
24 C 4.976 0.240 3.967  -0.5267
25 C 4.718 -1.100 3.692  -0.8322
26 C 3.791 -1.442 2.715  -0.3694
27 C 2.415 0.058 -2.778  1.1922
28 C 1.706 -0.811 -3.609  -0.6015
29 C 2.372 -1.651 -4.493  -1.1901
30 C 3.758 -1.610 -4.585  -0.6940
31 C 4.475 -0.753 -3.761  -1.0496
32 C 3.806 0.052 -2.849  -0.0474
33 C 2.447 2.692 -1.518  0.3864
34 C 3.375 3.175 -2.441  -0.0229
35 C 3.912 4.459 -2.338  -0.9747
36 C 3.520 5.300 -1.310  -0.6339
37 C 2.591 4.840 -0.379  -0.7802
38 C 2.069 3.561 -0.483  -0.7645
39 H 0.972 2.920 -5.855  0.4940
40 H 1.085 1.177 -5.529  0.2751
41 H 2.202 2.290 -4.745  0.1712
42 H -0.715 4.471 -2.461  0.2031
43 H -0.660 4.774 -4.217  0.4074
44 H 0.839 4.667 -3.267  0.3125
45 H -2.608 2.371 -4.133  0.2487
46 H -1.661 2.349 -5.624  0.3706
47 H -1.839 0.871 -4.651  0.2022
48 H -1.849 -4.071 1.776  0.1846
49 H -0.623 -5.128 2.486  0.5019
50 H -0.427 -4.505 0.841  0.1901
51 H -2.034 -1.629 3.223  -0.1353
52 H -0.816 -1.314 4.477  0.0696
53 H -1.647 -2.885 4.419  0.4039
54 H 2.140 -4.085 3.137  0.2654
55 H 0.914 -4.206 4.412  0.4246
56 H 1.955 -2.768 4.309  0.2654
57 H 4.496 -1.061 -0.246  0.5069
58 H 5.781 -2.810 -1.429  0.3586
59 H 4.697 -4.962 -2.008  0.3402
60 H 2.320 -5.340 -1.405  0.3988
61 H 1.055 -3.567 -0.223  -0.1327
62 H 2.901 1.618 1.642  0.1394
63 H 4.532 2.270 3.425  0.4405
64 H 5.697 0.512 4.731  0.3496
65 H 5.241 -1.877 4.240  0.3811
66 H 3.605 -2.486 2.498  0.7123
67 H 0.624 -0.827 -3.548  0.5462
68 H 1.803 -2.338 -5.108  0.4108
69 H 4.279 -2.257 -5.282  0.3362
70 H 5.558 -0.736 -3.805  0.3775
71 H 4.377 0.678 -2.173  0.5587
72 H 3.692 2.550 -3.264  0.2260
73 H 4.630 4.802 -3.075  0.3945
74 H 3.927 6.303 -1.236  0.3185
75 H 2.269 5.488 0.431  0.4219
76 H 1.350 3.196 0.243  0.2518
77 Br -9.937 2.321 0.642  -0.2395
78 C -8.108 1.992 1.050  0.1705
79 C -7.391 2.939 1.755  -0.6768
80 C -6.053 2.693 2.046  -0.0992
81 C -5.437 1.512 1.637  -0.7543
82 C -6.173 0.589 0.902  0.1428
83 C -7.511 0.818 0.619  -0.6980
84 N -4.066 1.269 1.886  0.3138
85 C -3.629 1.481 3.050  -0.8293
86 C -2.203 1.417 3.456  0.7469
87 C -1.921 1.579 4.801  -0.9547
88 C -0.594 1.562 5.219  -0.7201
89 C 0.387 1.403 4.263  -1.0225
90 C 0.002 1.252 2.928  -0.2094
91 N -1.266 1.248 2.530  0.7840
92 H -7.860 3.863 2.064  0.4016
93 H -5.466 3.439 2.566  0.5202
94 H -5.685 -0.316 0.564  0.4033
95 H -8.081 0.090 0.058  0.4439
96 H -4.316 1.767 3.861  0.4876
97 H -2.731 1.714 5.509  0.4145
98 H -0.343 1.674 6.267  0.3846
99 H 1.440 1.379 4.517  0.4990
100 H 0.731 1.152 2.128  0.4163
101 Cl -3.092 1.026 -1.618  -0.0630
102 C -3.121 2.766 -1.291  -0.5954
103 Cl -2.076 3.230 0.066  -0.0599
104 H -4.136 3.048 -1.043  0.5705
105 H -2.762 3.279 -2.176  0.1581
106 F -5.623 -4.987 0.531  -0.3632
107 C -4.550 -4.387 -0.028  0.6789
108 C -4.078 -3.187 0.458  -0.5741
109 F -4.686 -2.630 1.526  -0.4220
110 C -2.980 -2.588 -0.122  -0.5734
111 F -2.558 -1.429 0.422  0.1207
112 C -2.280 -3.118 -1.213  0.4299
113 S -0.908 -2.331 -1.896  -0.0751
114 C -2.793 -4.345 -1.659  0.1911
115 F -2.207 -4.979 -2.689  -0.3595
116 C -3.893 -4.962 -1.097  0.1177
117 F -4.342 -6.137 -1.586  -0.3461

ΔE to the lowest compared entry with this formula, charge and spin values, unit kcal per mole, following the record order: 0.0 22.0 29.0 0.0.